The following is a quantum chemistry calculation of 2 unconnected molecules or ions with the total composition C3H3NS, from the OMol25 dataset.

```
8
Properties=species:S:1:pos:R:3:forces:R:3
C 0.0618 -0.9910 -1.6933 0.6 0.9 0.6
C 0.4267 -0.1989 -0.8602 -1.1 -1.3 -1.0
C 0.6513 0.6107 0.2117 -0.5 0.5 4.1
N -0.7035 0.3646 1.6739 3.2 0.6 -2.4
S 1.8039 1.6533 0.5227 -0.4 -0.1 -0.1
H -0.1057 -1.6215 -2.5035 -0.3 -0.7 -0.7
H -0.9162 -0.6371 1.7100 -0.1 0.2 -0.7
H -1.2183 0.8198 0.9387 -1.5 -0.1 0.2
```
Positions in Å, forces in eV/Å.

Values from the calculation:
Spin multiplicity: 1
Orbital gap (alpha / beta), eV: 7.7628 / 7.7622
Calculated total energy, eV: -15479.96250
HOMO energy (alpha / beta), eV: -8.99 / -8.99
Molar mass, u: 85.13
Energy relative to the best compared isomer or geometry (same formula, charge and spin), kJ/mol: 366.12


The following is a quantum chemistry calculation of a molecular structure, C2H14O5, from the OMol25 dataset.

```
21
Properties=species:S:1:pos:R:3:forces:R:3
C -1.5314 1.0719 1.8533 -0.9 1.3 2.1
C -0.8925 1.0108 0.5311 1.2 1.0 -1.4
O 0.1635 1.9949 0.3854 -1.7 0.3 3.7
H -0.9291 1.0271 2.7607 1.0 -0.7 -0.4
H -2.3362 0.3555 2.0185 -0.4 0.0 -0.3
H -1.9452 2.0538 2.0831 -0.5 0.2 -0.6
H -1.5793 1.2653 -0.2761 -0.6 -0.2 0.1
H -0.5782 -0.0181 0.3560 -0.9 2.0 0.3
H 0.8603 1.6690 -0.1889 -0.1 0.7 0.0
O -0.8670 -1.6513 1.2619 -0.1 -1.3 0.4
H -0.8373 -2.5380 1.6214 0.1 -0.4 0.0
H -1.5070 -1.1929 1.8064 -0.1 0.4 0.1
O 2.2234 -1.4785 -3.2255 0.0 -0.3 -0.1
H 1.5850 -1.1459 -2.5945 -0.2 0.1 0.0
H 3.0659 -1.1527 -2.9089 0.3 0.2 0.0
O 0.7654 -0.7451 -0.5101 1.1 -10.5 3.5
H 0.2747 -1.1539 0.2029 -0.5 -0.9 0.7
H 1.5545 -1.2801 -0.5960 0.6 0.1 -0.2
O 0.9327 0.9951 -1.4068 2.1 5.6 -7.0
H 0.6658 0.2494 -0.8693 -0.5 1.9 -0.7
H 0.9119 0.6636 -2.3045 0.1 0.5 -0.4
```
Positions in Å, forces in eV/Å.

Values from the calculation:
Spin multiplicity: 1
Orbital gap, eV: 8.9253
Calculated total energy, eV: -12533.89547
HOMO energy, eV: -8.91
Molar mass, u: 118.13
Energy relative to the best compared isomer or geometry (same formula, charge and spin), kJ/mol: 507.70


The following is a quantum chemistry calculation of 4 unconnected molecules or ions with the total composition CH10O4, from the OMol25 dataset.

```
15
Properties=species:S:1:pos:R:3:forces:R:3
C 0.6834 0.3438 -1.9549 -1.0 0.8 1.1
O 0.3026 -0.1254 -0.6449 2.1 2.6 -0.5
H 0.9248 1.4239 -1.8377 0.8 -1.0 -0.1
H 1.3890 -0.3603 -2.3667 0.7 0.5 -0.4
H -0.1770 0.4196 -2.6081 -0.5 -0.5 -0.3
H 0.0238 -0.9939 -0.7545 -1.1 -2.2 -0.2
O -1.9835 -0.4355 -0.0102 -2.2 0.7 0.6
H -2.3611 -1.2148 0.3790 0.4 -1.6 0.3
H -2.7992 0.0736 0.1788 0.7 0.7 -0.6
O -0.2859 2.1242 1.9313 -0.6 -2.0 -0.7
H 0.5020 2.4902 1.4793 -0.8 -1.0 0.1
H -0.5591 1.1818 1.5799 1.4 2.9 0.5
O 1.2392 -1.9685 1.7506 1.3 1.8 1.4
H 1.3387 -1.7995 0.8288 -0.2 -0.2 -1.5
H 1.7622 -1.1592 2.0494 -1.1 -1.6 0.1
```
Positions in Å, forces in eV/Å.

Values from the calculation:
Spin multiplicity: 1
SMILES: CO.O.O.O
Orbital gap, eV: 10.7924
Calculated total energy, eV: -9387.71708
HOMO energy, eV: -10.32
Molar mass, u: 86.09
Energy relative to the best compared isomer or geometry (same formula, charge and spin), kJ/mol: 165.60


The following is a quantum chemistry calculation of a molecular structure, C35H37CrO4Si, from the OMol25 dataset.

```
78
Properties=species:S:1:pos:R:3:forces:R:3
C 0.9810 1.1972 -3.5461 0.1 0.0 -0.1
Si 0.7234 2.6012 -2.3663 1.3 0.5 -0.7
C 1.7306 2.4245 -0.8155 -0.1 0.0 0.2
C 0.9252 4.2772 -3.1489 0.1 -0.3 0.0
O -0.8865 2.6622 -1.9158 -2.2 -1.4 2.6
C -1.6671 2.0432 -1.0042 0.7 4.0 -1.6
C -1.7140 0.6904 -0.8745 -0.5 -1.7 -0.4
C -3.0256 0.0518 -0.6063 0.2 -0.7 0.8
C -4.0793 0.1656 -1.7238 -0.2 0.1 -0.2
C -4.8291 1.4978 -1.8324 -0.2 -0.2 -0.4
C -4.0543 2.6510 -2.4827 -0.1 0.3 0.0
C -3.4633 3.6491 -1.4825 -0.3 0.5 -0.4
C -2.6301 3.0022 -0.3671 0.2 -0.3 0.3
H 2.0203 0.8539 -3.4417 -0.3 0.0 -0.2
H 0.3064 0.3522 -3.3576 0.2 0.1 -0.1
H 0.8310 1.5499 -4.5759 0.0 -0.2 0.2
H 2.7807 2.2700 -1.0983 -0.2 0.1 0.1
H 1.6549 3.3378 -0.2106 0.1 -0.2 -0.1
H 1.4217 1.5686 -0.2056 0.1 0.2 -0.1
H 1.9907 4.5322 -3.1677 -0.2 0.1 -0.1
H 0.5448 4.2704 -4.1776 0.1 0.1 0.2
H 0.3857 5.0473 -2.5856 0.2 -0.1 -0.1
H -0.8614 0.0740 -1.1471 -0.1 0.2 -0.2
H -2.8429 -1.0110 -0.4548 0.0 0.2 -0.1
H -3.4199 0.4255 0.3522 -0.1 0.1 -0.3
H -3.5835 -0.0772 -2.6749 -0.3 0.0 0.1
H -4.8266 -0.6227 -1.5394 0.4 0.2 0.0
H -5.7160 1.3031 -2.4531 0.2 0.0 0.2
H -5.2083 1.7888 -0.8431 0.0 0.0 -0.2
H -3.2601 2.2711 -3.1414 -0.1 -0.1 0.1
H -4.7350 3.2090 -3.1396 0.2 -0.1 0.1
H -2.8372 4.3697 -2.0280 -0.1 -0.2 0.2
H -4.2759 4.2307 -1.0235 0.2 -0.2 0.0
H -3.2477 2.5105 0.3969 0.2 0.1 -0.4
H -2.0570 3.7888 0.1529 0.0 -0.3 -0.2
O 6.1604 -2.4219 4.4474 -1.4 1.0 -3.8
C 5.7407 -2.1897 3.3866 1.2 -1.0 4.6
Cr 5.0164 -1.9686 1.6359 1.4 -1.1 0.8
C 3.6258 -3.0967 2.2121 -2.8 -3.1 1.6
O 2.8691 -3.8888 2.6145 2.4 2.8 -1.4
C 5.9181 -3.5962 1.2069 1.5 -4.5 -0.7
O 6.4158 -4.6359 1.0425 -1.6 3.8 0.5
C 6.2971 -0.4355 0.7571 0.6 0.9 -0.5
C 5.5164 0.1121 1.7817 0.4 0.2 0.2
C 4.1200 -0.0608 1.7695 -1.3 1.2 0.4
C 3.4642 -0.6320 0.6524 -0.7 -0.1 0.0
C 2.0229 -0.6724 0.5777 -0.8 -0.1 0.5
C 0.8007 -0.7779 0.7225 1.5 -0.4 -0.1
C -0.5319 -1.1926 0.9246 0.3 -0.6 0.7
C -0.9280 -2.4804 0.3760 0.0 -0.3 -0.3
C 0.0514 -3.2982 -0.2372 -0.2 -0.4 0.2
C -0.1582 -4.6696 -0.3638 -0.1 0.4 0.1
C -1.3790 -5.2307 0.0382 0.1 0.0 -0.1
C -2.4415 -4.3972 0.3999 0.2 0.3 0.1
C -2.2269 -3.0293 0.5531 0.1 -0.3 0.0
C -1.3061 -0.5400 1.9758 0.3 0.0 0.8
C -1.0182 0.8027 2.2964 -0.6 0.2 -0.1
C -1.8345 1.5150 3.1751 0.2 -0.3 0.1
C -2.9126 0.8755 3.8074 0.1 0.2 -0.3
C -3.1144 -0.4954 3.6194 0.3 0.0 0.1
C -2.2504 -1.2149 2.7966 -0.2 0.1 -0.4
C 4.2823 -1.3572 -0.2464 -1.1 0.0 -1.3
C 5.6819 -1.2007 -0.2417 0.4 0.0 -0.3
H 7.3822 -0.3012 0.7644 -0.4 -0.2 0.0
H 5.9854 0.6468 2.6109 -0.1 -0.3 -0.3
H 3.5084 0.2924 2.6047 0.3 0.1 -0.4
H 0.9969 -2.8446 -0.5378 -0.2 -0.3 0.2
H 0.6459 -5.2958 -0.7472 -0.3 0.1 0.1
H -1.5047 -6.3132 0.0645 0.0 0.3 -0.2
H -3.4319 -4.8013 0.6123 0.3 0.0 -0.1
H -3.0612 -2.3998 0.8684 0.4 -0.3 -0.1
H -0.1576 1.2756 1.8191 -0.3 0.1 0.0
H -1.6045 2.5615 3.3781 -0.2 -0.3 0.0
H -3.5693 1.4407 4.4658 0.1 -0.1 -0.1
H -3.9289 -1.0161 4.1336 0.5 0.2 0.0
H -2.3005 -2.3055 2.7914 -0.1 0.5 -0.1
H 3.8007 -2.0139 -0.9759 0.2 0.5 0.1
H 6.2819 -1.7051 -1.0025 -0.2 0.2 0.3
```
Positions in Å, forces in eV/Å.

Values from the calculation:
Spin multiplicity: 4
Total charge: +2
Orbital gap (alpha / beta), eV: 6.5289 / 5.7661
Calculated total energy, eV: -81367.42303
HOMO energy (alpha / beta), eV: -12.24 / -13.99
Molar mass, u: 601.76
Energy relative to the best compared isomer or geometry (same formula, charge and spin), kJ/mol: 0.00